i.
A cluster of 4 separate species, C3H15NO3 in total. Source: the Open Molecules 2025 dataset; level of theory: ωB97M-V/def2-TZVPD.

XYZ file:
```
22
Properties=species:S:1:pos:R:3:lowdin_charge:R:1
C -0.43929 -1.65197 -1.18703 -0.0810
C -1.56202 -0.76496 -0.67502 -0.2971
N -1.06518 0.39074 0.07265 -0.1521
C -2.14999 1.27877 0.45175 -0.1161
H -0.86360 -2.50504 -1.69940 0.0675
H 0.19027 -2.00723 -0.37180 0.0646
H 0.18856 -1.07849 -1.89835 0.0872
H -2.24156 -1.31458 -0.03306 0.1117
H -2.17545 -0.45564 -1.51583 0.1048
H -0.44264 0.89029 -0.52625 0.0984
H -2.80783 0.77531 1.15563 0.0805
H -1.75127 2.16248 0.94322 0.0817
H -2.74562 1.59438 -0.39584 0.0741
O 3.05312 0.01459 0.75603 -0.0788
H 2.22991 -0.24912 1.22208 0.0068
H 3.67861 -0.72142 0.85822 0.0619
O 2.25520 1.66109 -1.29499 -0.0814
H 2.92340 2.32243 -1.45272 0.0196
H 2.62040 1.09518 -0.59681 -0.0254
O 0.66280 -0.72721 1.99252 -0.0935
H 0.45337 -0.35641 2.85014 0.0446
H -0.01120 -0.35317 1.34488 0.0221
```

Summary:
Kohn-Sham gap   10.482 eV
HOMO energy   -0.354 Eh
Net charge   0
Molar mass   113.16 u
LUMO level   0.86 eV
SMILES string   CCNC.O.O.O



ii.
A cluster of 4 separate species, C3H15NO3 in total. Source: the Open Molecules 2025 dataset; level of theory: ωB97M-V/def2-TZVPD.

XYZ file:
```
22
Properties=species:S:1:pos:R:3:lowdin_charge:R:1
C -2.47370 1.03608 -0.49150 -0.0968
C -1.84537 0.48437 0.79725 -0.2780
N -0.47331 0.04113 0.66335 -0.1580
C -0.33349 -1.28932 0.08470 -0.1392
H -2.04305 0.62513 -1.41283 0.0693
H -3.54247 0.83192 -0.55570 0.0658
H -2.32457 2.09409 -0.59872 0.0538
H -1.90960 1.26639 1.54174 0.0991
H -2.40828 -0.41428 1.08407 0.1105
H 0.13525 0.67085 0.16131 0.0884
H -0.65815 -2.03915 0.82044 0.0842
H 0.71812 -1.47534 -0.12548 0.0702
H -0.88663 -1.46093 -0.83567 0.0699
O 2.67718 1.28871 -0.49606 -0.0497
H 2.51682 2.15652 -0.12095 0.0373
H 3.42112 0.88221 -0.04573 0.0410
O 1.55252 -1.10438 -2.79964 -0.0590
H 1.87931 -1.95935 -3.09819 0.0351
H 2.33046 -0.53926 -2.86304 0.0293
O 1.58620 -0.52550 2.83188 -0.0835
H 0.95249 -0.17177 3.47040 0.0318
H 1.12915 -0.39812 1.98838 -0.0215
```

Summary:
Kohn-Sham gap   9.329 eV
HOMO energy   -0.320 Eh
Net charge   0
Molar mass   113.16 u
LUMO level   0.63 eV
SMILES string   CCNC.O.O.O



iii.
A cluster of 4 separate species, C3H15NO3 in total. Source: the Open Molecules 2025 dataset; level of theory: ωB97M-V/def2-TZVPD.

XYZ file:
```
22
Properties=species:S:1:pos:R:3:lowdin_charge:R:1
C 0.65319 -1.66881 -2.44143 -0.0979
C 0.32773 -1.17104 -1.01857 -0.2951
N 0.95710 0.11533 -0.71624 -0.1297
C 1.73657 0.20641 0.50154 -0.1378
H 1.11275 -0.89932 -3.05018 0.0631
H -0.29248 -2.02684 -2.86300 0.0598
H 1.31035 -2.54291 -2.41416 0.0589
H 0.60782 -1.96698 -0.32357 0.1008
H -0.75341 -1.08404 -0.86967 0.0994
H 0.24368 0.82588 -0.75496 0.0886
H 2.39450 1.07084 0.43342 0.0797
H 1.11746 0.25091 1.40102 0.0429
H 2.33599 -0.69544 0.63443 0.0782
O -0.35141 2.08938 1.99964 -0.0677
H -0.15838 1.24970 2.44277 0.0226
H -1.05931 2.47116 2.52995 0.0352
O -1.85361 -2.04419 3.68884 -0.0655
H -2.75933 -2.16256 3.38245 0.0310
H -1.78798 -2.69637 4.39916 0.0349
O -1.07633 3.38483 -2.68815 -0.0763
H -1.59636 3.00845 -1.94870 0.0388
H -1.10852 4.28561 -2.32458 0.0363
```

Summary:
Kohn-Sham gap   8.726 eV
HOMO energy   -0.303 Eh
Net charge   0
Molar mass   113.16 u
LUMO level   0.49 eV
SMILES string   CCNC.O.O.O



Here is how they stack up, most stable first: i, ii, iii.



i.
A cluster of 2 separate species, C4H12S2 in total. Source: the Open Molecules 2025 dataset; level of theory: ωB97M-V/def2-TZVPD.

XYZ file:
```
18
Properties=species:S:1:pos:R:3:lowdin_charge:R:1
C 1.72389 1.11531 -1.08556 -0.2626
C 2.11362 -0.00979 -0.12502 -0.7551
S 1.38713 -1.60215 -0.51048 0.2515
H 1.98404 0.80418 -2.09479 0.0490
H 0.64823 1.30963 -1.04789 0.0392
H 2.15537 2.08043 -0.81409 0.0501
H 1.79083 0.24123 0.89081 0.0329
H 3.20675 -0.07507 -0.10617 0.0200
H 2.62874 -2.19608 -0.79295 -0.2223
C -1.40474 -0.22950 1.48881 -0.2092
C -2.02827 -0.60474 0.14753 -0.6582
S -3.65022 0.16814 -0.25585 0.6075
H -1.02202 0.79162 1.50820 0.0593
H -2.16450 -0.23016 2.27528 0.0562
H -0.58151 -0.92108 1.65849 0.0368
H -2.21414 -1.67531 0.09532 0.0520
H -1.35790 -0.37789 -0.67903 0.0195
H -3.21531 1.41123 -0.55259 -0.1666
```

Summary:
Kohn-Sham gap (spin up / spin down)   1.980 / 7.719 eV
HOMO energy (spin up / spin down)   0.027 / -0.186 Eh
Net charge   -1
Molar mass   124.27 u
LUMO level (spin up / spin down)   2.72 / 2.67 eV
Expectation value of S²   0.751
Spin multiplicity   2



ii.
A cluster of 2 separate species, C4H12S2 in total. Source: the Open Molecules 2025 dataset; level of theory: ωB97M-V/def2-TZVPD.

XYZ file:
```
18
Properties=species:S:1:pos:R:3:lowdin_charge:R:1
C 1.66653 -3.04333 1.04831 -0.2799
C 2.17667 -1.59448 0.94535 -0.7235
S 1.93379 -0.98950 -0.77478 0.4597
H 2.27680 -3.58513 0.31994 0.0450
H 0.61533 -3.04830 0.78301 0.0400
H 1.86008 -3.52182 2.00661 0.0436
H 1.67546 -0.86234 1.58245 0.0094
H 3.24646 -1.51962 1.13267 0.0290
H 0.59808 -0.99118 -0.63779 -0.1978
C -2.73949 2.76894 -1.14910 -0.2297
C -1.78514 1.57011 -0.91891 -0.6996
S -1.59064 1.21351 0.84200 0.5021
H -2.16844 3.67335 -1.34493 0.0563
H -3.40969 2.83767 -0.29431 0.0375
H -3.36686 2.64657 -2.03071 0.0492
H -2.01804 0.65463 -1.44860 0.0406
H -0.79595 1.97464 -1.12975 0.0306
H -0.27851 1.01572 0.85511 -0.2125
```

Summary:
Kohn-Sham gap (spin up / spin down)   2.268 / 8.894 eV
HOMO energy (spin up / spin down)   0.038 / -0.200 Eh
Net charge   -1
Molar mass   124.27 u
LUMO level (spin up / spin down)   3.29 / 3.44 eV
Expectation value of S²   0.751
Spin multiplicity   2



Here is how they stack up, most stable first: i, ii.



i.
An isolated molecule of C5H14N3P. Source: the Open Molecules 2025 dataset; level of theory: ωB97M-V/def2-TZVPD.

XYZ file:
```
23
Properties=species:S:1:pos:R:3:lowdin_charge:R:1
C 1.10688 -1.22392 -0.85228 -0.2448
C -0.07833 -1.54258 0.16381 -0.2256
C 2.23572 -0.59277 -0.00999 -0.4439
C -1.17068 -0.01659 1.75611 -0.1273
C 1.19776 1.83612 -0.82806 -0.4377
N -0.77547 -0.29957 0.31827 -0.3511
N -1.58462 0.05201 -0.71194 -0.0480
N -2.66603 0.84885 -0.47836 0.0000
P 1.48118 0.92072 0.69513 0.8812
H 1.29650 -2.22088 -1.25156 0.0916
H 0.77860 -0.59593 -1.67291 0.0668
H -0.81012 -2.37944 -0.18586 0.1347
H 0.13759 -2.00586 1.17910 0.1262
H 2.53594 -1.35492 0.70862 0.0683
H 3.08657 -0.29278 -0.54384 0.0388
H -1.19859 1.08037 2.13185 0.0894
H -2.30107 -0.43981 1.76309 0.1149
H -0.65449 -0.53286 2.51061 0.0352
H 0.53293 2.73429 -0.78219 0.0314
H 0.58089 1.38312 -1.72367 0.0550
H 2.06703 2.04924 -1.41243 0.0074
H -3.07888 1.00602 0.41024 0.0482
H -2.71931 1.58718 -1.18371 0.0892
```

Summary:
Kohn-Sham gap (spin up / spin down)   7.143 / 7.307 eV
HOMO energy (spin up / spin down)   -0.242 / -0.237 Eh
Net charge   0
Molar mass   147.16 u
LUMO level (spin up / spin down)   0.56 / 0.85 eV



ii.
An isolated molecule of C5H14N3P. Source: the Open Molecules 2025 dataset; level of theory: ωB97M-V/def2-TZVPD.

XYZ file:
```
23
Properties=species:S:1:pos:R:3:lowdin_charge:R:1
C 1.05797 1.90721 0.00190 -0.2326
C 1.93615 0.70217 -0.10686 -0.2627
C -0.40802 1.57056 -0.44951 -0.3345
C 2.05739 -1.74547 0.38071 -0.1176
C -2.92420 0.64863 0.21169 -0.3401
N 1.34222 -0.51944 0.43277 -0.0921
N -0.88280 -0.99257 -0.53095 -0.3211
N -1.15068 -2.26216 -0.36052 -0.0408
P -1.13634 0.19071 0.62370 0.7853
H 1.17224 2.20835 0.96595 0.0607
H 1.21179 2.77115 -0.73366 0.1297
H 2.21336 0.43290 -1.09978 0.1086
H 2.82645 0.79224 0.44157 0.1033
H -1.14386 2.45718 -0.16420 0.1105
H -0.58740 1.11568 -1.36259 0.0301
H 2.81519 -1.73514 -0.31322 0.0571
H 2.41664 -1.87537 1.32608 0.0613
H 1.26468 -2.47687 0.26488 0.0587
H -3.65409 -0.28387 0.40601 0.0591
H -3.01110 0.98108 -0.74923 -0.0392
H -3.31699 1.42766 1.03875 0.0675
H -1.75986 -2.52540 0.39914 0.0830
H -0.33875 -2.78923 -0.62264 0.0658
```

Summary:
Kohn-Sham gap (spin up / spin down)   7.756 / 8.288 eV
HOMO energy (spin up / spin down)   -0.264 / -0.284 Eh
Net charge   0
Molar mass   147.16 u
LUMO level (spin up / spin down)   0.58 / 0.57 eV



Here is how they stack up, most stable first: i, ii.